Record 1
C5H11N3O2 | ωB97M-V/def2-TZVPD

XYZ file:
```
21
Properties=species:S:1:pos:R:3:forces:R:3:mulliken_charge:R:1
C -0.3307 -0.5414 -1.7003 -0.048 0.710 0.666 -0.8082
C 1.7718 -0.3759 0.5731 -0.160 -0.017 -0.281 -0.8825
C 1.3194 2.0288 0.8144 -0.087 -0.096 0.003 -1.0633
N 0.7750 0.6798 0.6508 0.076 -0.032 0.301 0.0521
N -1.3124 -0.9580 0.3753 -0.113 -0.084 0.056 0.1741
C -0.6121 -1.6173 -0.7966 0.310 -0.184 0.889 0.4556
C -0.4004 0.6113 -0.0691 0.424 -0.096 -1.355 0.6658
N -2.7063 -0.6796 0.3310 0.219 -0.093 -0.187 -0.7931
O -0.1314 -2.7134 -0.6386 -0.403 0.472 -0.177 -0.5413
O -1.1786 1.5312 -0.2102 0.039 -0.528 0.184 -0.6859
H -1.0737 -1.4137 1.2533 -0.073 -0.093 -0.114 0.2755
H -3.1347 -1.2511 -0.3920 0.017 0.016 0.073 0.2739
H -2.7748 0.3012 0.0442 0.039 0.008 0.012 0.2829
H 0.4637 -0.7366 -2.4131 -0.038 0.071 -0.023 0.3535
H -1.1811 0.0009 -2.0938 -0.023 -0.077 -0.090 0.3060
H 1.3716 -1.3275 0.9122 -0.034 -0.071 0.050 0.2712
H 2.6187 -0.1256 1.2126 -0.153 0.074 -0.021 0.3475
H 2.1388 -0.5193 -0.4515 0.010 0.052 0.057 0.2778
H 0.5073 2.7342 0.9663 0.031 -0.047 -0.025 0.3580
H 1.9043 2.3382 -0.0600 -0.022 0.004 0.022 0.3364
H 1.9656 2.0338 1.6922 -0.010 0.012 -0.037 0.3441
```
Forces are in eV/Å.

Summary:
E_HOMO = -8.44 eV
strongest force on any atom = 1.423 eV/A
LUMO level = 0.022 hartree
relative energy (zero: lowest compared OMol25 entry of this formula, charge and spin) = 91.8 kcal/mol
E = -13925.6949 eV
charge = 0

---

Record 2
C5H11N3O2 | ωB97M-V/def2-TZVPD

XYZ file:
```
21
Properties=species:S:1:pos:R:3:forces:R:3:mulliken_charge:R:1
C -1.2724 -0.3701 4.0654 0.148 -2.424 -2.234 -0.4780
O -0.8301 0.8836 3.5631 -0.242 0.709 0.246 -0.1796
N -0.1249 0.6708 2.4354 1.125 -0.711 -1.742 -0.1096
N 0.3987 1.7175 1.9315 -1.104 -0.554 2.343 0.4332
O 0.2765 2.8586 2.3952 0.232 0.727 -0.257 -0.6576
H -0.9581 -0.4796 5.0770 0.184 0.114 0.809 0.2280
H -0.7512 -1.2374 3.4309 -1.177 1.857 1.410 0.2488
H -2.3837 -0.5153 3.9814 1.006 0.464 -0.005 0.2248
H 0.9882 1.5148 1.0982 -0.305 -0.043 -0.295 0.3880
C 0.6090 1.5929 -1.6081 -2.517 0.865 -2.059 -0.1216
N 1.0037 0.9490 -0.6114 0.967 2.073 1.101 -0.4354
C 0.7999 -0.4390 -0.7044 -0.413 -1.768 -0.191 -0.5342
C 0.2853 -0.6483 -2.1396 0.559 0.474 -1.775 -0.5798
C -0.2359 0.7693 -2.6271 1.326 -1.607 4.800 -0.6384
H 0.5031 2.6963 -1.7447 0.943 -0.767 0.781 0.3531
H 0.0183 -0.8224 -0.0715 -0.528 0.511 0.906 0.1733
H 1.7062 -0.9226 -0.2458 -0.573 -0.060 -1.352 0.3834
H -0.4575 -1.4119 -2.3865 0.337 -0.165 0.621 0.3875
H 1.1607 -0.7863 -2.7708 0.066 -0.523 -0.234 0.2396
H -0.0658 0.9216 -3.6197 0.368 0.646 -2.642 0.3893
H -1.2670 0.9110 -2.3290 -0.402 0.182 -0.233 0.2851
```
Forces are in eV/Å.

Summary:
E_HOMO = -8.60 eV
structure (SMILES) = CO/N=[NH+]\[O-].C1=NCCC1
strongest force on any atom = 5.233 eV/A
LUMO level = 0.030 hartree
relative energy (zero: lowest compared OMol25 entry of this formula, charge and spin) = 150.4 kcal/mol
E = -13923.1551 eV
charge = 0

---

Record 3
C5H11N3O2S | ωB97M-V/def2-TZVPD

XYZ file:
```
22
Properties=species:S:1:pos:R:3:forces:R:3:mulliken_charge:R:1
C 0.9828 0.7398 1.1611 0.549 -1.332 1.102 0.7402
C 1.6416 0.2810 2.5191 -4.634 2.714 -2.026 -1.3837
C -2.5052 -1.1314 -0.1207 3.204 1.419 -0.132 -1.7143
C -0.3455 -1.3691 -1.4591 -1.915 0.057 1.713 -1.1522
C -1.4433 -0.3693 -0.9852 -0.608 -1.090 -0.014 0.7557
N -0.1965 0.3401 0.8143 -0.363 -0.904 0.823 -0.1152
N 1.7770 1.4564 0.3442 -1.483 1.011 0.783 -0.3781
N -0.9166 0.7349 -0.1765 1.741 1.442 -0.493 -0.4816
O 0.8882 3.0645 -1.6537 0.244 0.618 0.442 -0.5910
O 1.9004 0.8640 -2.0262 1.158 -0.884 -1.524 -0.5522
S 1.0381 1.6976 -1.2633 -1.555 -0.789 0.518 0.8643
H 2.6407 0.1505 2.4379 3.050 -0.579 -0.120 0.4459
H 1.0626 -0.4543 2.9963 -0.372 -1.431 0.263 0.3288
H 1.3666 1.1817 3.0479 0.717 0.404 0.904 0.3517
H -3.2490 -0.4953 0.1046 -3.221 2.132 0.160 0.4979
H -2.7645 -1.9413 -0.6791 -1.214 -2.261 -1.323 0.4619
H -2.2015 -1.3988 0.8579 1.182 -0.688 0.734 0.3836
H 0.0701 -0.9056 -2.2913 1.054 0.123 -1.722 0.3810
H -0.8759 -2.3366 -1.6609 1.015 0.766 0.024 0.3766
H 0.4091 -1.4131 -0.6601 -0.264 -0.543 -0.356 0.2178
H -2.0056 0.0764 -1.8664 0.865 -0.330 1.124 0.2721
H 2.7265 1.2281 0.5592 0.851 0.145 -0.879 0.2904
```
Forces are in eV/Å.

Summary:
E_HOMO = -8.68 eV
strongest force on any atom = 5.740 eV/A
LUMO level = -0.032 hartree
relative energy (zero: lowest compared OMol25 entry of this formula, charge and spin) = 72.4 kcal/mol
E = -24759.6822 eV
charge = 0

---

Record 4
C5H11N3P | ωB97M-V/def2-TZVPD

XYZ file:
```
20
Properties=species:S:1:pos:R:3:forces:R:3:mulliken_charge:R:1
C -1.5971 1.2753 1.3828 -0.147 -1.246 -3.033 -1.0513
P 0.2065 0.9938 1.0750 0.471 -0.206 1.939 0.1424
C 0.5267 1.0107 -0.7895 0.613 0.471 -0.432 -0.5723
N 1.2099 -0.1970 -1.4061 -0.114 1.462 0.122 -0.2109
C 0.1930 -1.1659 -1.9437 3.265 0.316 -0.893 -0.2604
N -0.3311 -1.6331 -0.7440 -2.126 -1.547 3.218 -0.4521
N 0.4781 -1.4942 0.2019 -0.152 0.097 -2.679 0.6894
C 1.7526 -0.8542 -0.2269 -0.870 -0.425 -2.852 -0.7083
C 0.1342 -1.0186 1.4549 -1.300 0.729 2.038 -0.5762
H -1.8626 1.0621 2.4137 -0.005 -0.517 -0.064 0.3592
H -2.1236 0.6264 0.5239 0.419 1.399 2.253 0.3427
H -1.8246 2.3285 1.2396 -0.036 0.101 -0.303 0.3747
H 1.2131 1.8429 -1.0533 -0.462 -0.280 0.749 0.3958
H -0.4211 1.2991 -1.1843 -0.755 -0.209 -1.043 0.4395
H -0.5053 -0.6573 -2.6194 -0.091 -0.339 0.516 0.3348
H 0.6642 -2.0440 -2.4777 -0.272 0.925 0.208 0.2866
H 2.6039 -1.3779 -0.5219 0.860 -2.350 -0.452 0.3398
H 2.1058 -0.3020 0.5813 0.387 1.671 0.984 0.3869
H -0.9227 -1.1994 1.7540 0.949 -0.320 -0.181 0.4162
H 0.9174 -1.3007 2.1779 -0.633 0.269 -0.096 0.3234
```
Forces are in eV/Å.

Summary:
E_HOMO (spin up / spin down) = -13.03 / -13.03 eV
structure (SMILES) = CP1CN2CN=[N+](C2)C1
strongest force on any atom = 4.156 eV/A
LUMO level (spin up / spin down) = -0.219 / -0.219 hartree
relative energy (zero: lowest compared OMol25 entry of this formula, charge and spin) = 73.8 kcal/mol
E = -19111.2690 eV
charge = +1